The following is a quantum chemistry calculation of a molecular structure, C29H27LiN4O3Sb, from the Open Molecules 2025 dataset.

Computed properties:
Relative energy (zero: lowest compared OMol25 entry of this formula, charge and spin), kJ/mol: 65.4
LUMO energy, eV: 2.6946
Maximum force, eV/A: 0.708
Calculated total energy, eV: -49359.392
Frontier orbital gap, eV: 6.5
Charge: -1

Atoms and positions in Å:
Li  0.33  -1.02  0.39
C  3.43  -1.26  1.12
C  3.07  -1.03  -0.31
C  3.66  -1.76  -1.35
C  3.24  -1.54  -2.64
C  2.27  -0.58  -2.89
C  1.78  0.15  -1.82
N  2.17  -0.06  -0.55
Sb  0.58  1.90  -2.29
C  0.99  3.05  -0.51
C  1.43  4.36  -0.63
C  1.68  5.08  0.53
C  1.47  4.47  1.75
C  1.02  3.15  1.79
C  0.76  2.43  3.08
N  0.79  2.46  0.67
C  -1.43  1.25  -1.77
C  -2.30  0.90  -2.81
C  -3.59  0.51  -2.50
C  -3.98  0.47  -1.17
C  -3.06  0.84  -0.19
C  -3.40  0.83  1.27
N  -1.82  1.24  -0.50
H  4.15  -2.07  1.22
H  2.53  -1.51  1.69
H  3.85  -0.35  1.56
H  4.40  -2.51  -1.12
H  3.66  -2.12  -3.45
H  1.93  -0.39  -3.89
H  1.58  4.81  -1.61
H  2.02  6.11  0.48
H  1.65  5.00  2.68
H  1.05  3.03  3.94
H  1.29  1.47  3.10
H  -0.30  2.17  3.16
H  -1.96  0.92  -3.84
H  -4.28  0.22  -3.28
H  -4.97  0.15  -0.89
H  -4.36  0.35  1.46
H  -3.43  1.85  1.66
H  -2.62  0.29  1.83
O  -1.59  -1.33  3.75
C  -1.13  -1.26  2.60
O  -0.01  -0.81  2.21
C  -2.05  -1.78  1.48
C  -3.26  -2.45  1.81
C  -4.08  -2.87  0.81
C  -3.67  -2.72  -0.54
C  -4.42  -3.18  -1.65
C  -3.92  -3.09  -2.92
C  -2.63  -2.55  -3.13
C  -1.90  -2.06  -2.09
C  -2.43  -2.10  -0.77
N  -1.68  -1.58  0.24
H  -3.50  -2.57  2.86
H  -5.04  -3.34  1.02
H  -5.39  -3.63  -1.47
H  -4.49  -3.46  -3.76
H  -2.21  -2.53  -4.13
H  -0.89  -1.68  -2.20
C  0.61  -3.93  -0.06
O  0.78  -2.60  -0.29
H  1.56  -4.48  0.16
H  0.17  -4.48  -0.91
H  -0.05  -4.16  0.81